1.
C18H15Cl2N4Pd as an isolated structure, computed with the ωB97M-V functional and the def2-TZVPD basis.

## Properties
E_HOMO (alpha / beta): -18.77 / -18.77 eV
LUMO (alpha / beta): -0.4817 / -0.4817 Ha
Kohn-Sham gap (alpha / beta): 5.665 / 5.666 eV

The geometry in ORCA input format:
```
! wB97M-V def2-TZVPD RIJCOSX def2/J DEFGRID3
* xyz 3 1
Pd 0.1516 -0.9423 0.4137
C 1.9481 1.8758 -4.0559
C 1.5716 2.8312 -3.1010
C 0.7712 2.4609 -2.0563
C 0.3703 1.0885 -1.9297
C 0.8111 0.1200 -2.8791
C 1.5501 0.5303 -3.9510
N -0.4113 0.6845 -0.9156
C -1.4162 1.4423 -0.4381
C -2.0161 2.5262 -1.1346
C -3.0938 3.1698 -0.5681
C -3.5898 2.7592 0.6717
C -3.0180 1.6837 1.3766
C -1.9526 1.0464 0.8132
N -1.2505 -0.0406 1.4151
N -1.5767 -0.4413 2.5392
C -0.8574 -1.5441 2.9680
C -0.9596 -1.9969 4.2590
C -0.2318 -3.1417 4.6115
C 0.5050 -3.7879 3.6432
C 0.5515 -3.2669 2.3415
N -0.0946 -2.1576 2.0153
H 2.5689 2.1796 -4.8907
H 1.9062 3.8552 -3.1990
H 0.4719 3.1727 -1.2965
H 0.4608 -0.9014 -2.7928
H 1.8224 -0.1706 -4.7285
H -1.6567 2.8018 -2.1170
H -3.5750 3.9848 -1.0919
H -4.4477 3.2680 1.0946
H -3.4106 1.3690 2.3345
H -1.5863 -1.4673 4.9642
H -0.2633 -3.5168 5.6261
H 1.0539 -4.6931 3.8655
H 1.1059 -3.7672 1.5600
Cl 3.9583 -1.2148 -2.3795
C 3.6366 -2.3443 -1.1168
Cl 2.4664 -1.6801 0.1648
H 4.5325 -2.5222 -0.5317
H 3.1932 -3.2532 -1.5039
*
```

---

2.
C30H45NO3OsP2S as an isolated structure, computed with the ωB97M-V functional and the def2-TZVPD basis.

## Properties
E_HOMO (alpha / beta): -12.10 / -13.63 eV
LUMO (alpha / beta): -0.1736 / -0.3585 Ha
Kohn-Sham gap (alpha / beta): 7.377 / 3.873 eV
ΔE to the lowest compared entry with this formula, charge and spin: 0.0 kJ/mol
Expectation value of S²: 6.037

The geometry in ORCA input format:
```
! wB97M-V def2-TZVPD RIJCOSX def2/J DEFGRID3
* xyz 2 5
Os 0.1234 0.0576 -0.1570
C 1.1180 1.7588 1.0450
C 0.6854 2.1373 -0.2790
C -1.2043 1.7440 1.0337
C -0.0426 1.5237 1.8502
C -0.7666 2.0793 -0.2905
C 2.5199 1.8035 1.5651
H 3.2496 1.6472 0.7665
H 2.6723 1.0338 2.3279
H 2.7232 2.7786 2.0303
C 0.0564 1.0580 3.2571
H 1.0962 0.8273 3.5083
H -0.5256 0.1371 3.3859
H -0.3046 1.8027 3.9758
C -2.6471 1.6497 1.3771
H -2.9930 2.4836 2.0017
H -2.8419 0.7064 1.8941
H -3.2522 1.6362 0.4663
C -1.6658 2.5752 -1.3786
H -1.9054 3.6361 -1.2153
H -2.6065 2.0166 -1.3803
H -1.1971 2.4751 -2.3587
C 1.5397 2.7715 -1.3321
H 1.5107 3.8663 -1.2219
H 1.1791 2.5229 -2.3357
H 2.5813 2.4474 -1.2364
C 1.0659 -1.8329 0.1289
C 2.0434 -0.8532 -0.2081
C 2.6010 -0.6692 -1.5951
C 1.5133 -0.6444 -2.6852
C 0.1691 -0.1324 -2.2066
C -0.8629 -0.9778 -1.6555
C -0.6960 -2.4772 -1.5806
C 0.5878 -2.8937 -0.8462
H 3.3501 -1.4452 -1.8206
H 1.4121 -1.6346 -3.1496
H 3.1527 0.2822 -1.6245
H 1.3778 -3.1556 -1.5661
H 1.0598 -2.1568 1.1722
H 2.7410 -0.6080 0.5946
H 0.3751 -3.8030 -0.2719
H -1.5522 -2.8802 -1.0273
H -1.8904 -0.6491 -1.8309
H -0.7318 -2.9305 -2.5842
H 1.8572 0.0233 -3.4860
H -0.2191 0.6943 -2.8030
P 1.7722 -3.9759 -5.0564
C 2.2520 -5.5295 -4.1826
C 3.2584 -3.8559 -6.1461
P -0.6310 -3.4432 -6.7350
C 0.6068 -4.7550 -6.2758
C -0.0674 -3.1312 -8.4661
C -2.0129 -4.5875 -7.1674
H 1.4018 -5.8724 -3.5807
H 3.0960 -5.3076 -3.5182
H 2.5379 -6.3095 -4.9005
H 3.4763 -4.8218 -6.6196
H 4.1044 -3.5586 -5.5138
H 3.1013 -3.0893 -6.9138
H -1.6863 -5.3553 -7.8799
H -2.8219 -3.9919 -7.6063
H -2.3747 -5.0629 -6.2486
H 0.0744 -5.5887 -5.7913
H 1.1483 -5.1273 -7.1619
H -0.8378 -2.5219 -8.9549
H 0.0610 -4.0720 -9.0157
H 0.8732 -2.5689 -8.4533
O -2.2499 -4.7414 4.4360
S -3.0895 -3.8796 3.6318
O -4.3802 -4.3838 3.2528
N -2.2852 -3.1525 2.4247
C -2.1433 -1.8250 2.5101
O -1.5376 -1.1326 1.6290
C -2.7797 -1.3071 3.7701
C -2.8821 -0.0302 4.3358
C -3.5030 0.1440 5.5774
C -4.0344 -0.9418 6.2763
C -3.9489 -2.2243 5.7300
C -3.3180 -2.3457 4.4956
H -2.4611 0.8289 3.8170
H -3.5569 1.1522 5.9768
H -4.5134 -0.7847 7.2346
H -4.3504 -3.0953 6.2275
*
```

---

3.
C12H32B2Cs2O6S3 as an isolated structure, computed with the ωB97M-V functional and the def2-TZVPD basis.

## Properties
E_HOMO: -8.96 eV
LUMO: -0.0291 Ha
Kohn-Sham gap: 8.169 eV
ΔE to the lowest compared entry with this formula, charge and spin: 436.7 kJ/mol

The geometry in ORCA input format:
```
! wB97M-V def2-TZVPD RIJCOSX def2/J DEFGRID3
* xyz 0 1
Cs 2.4729 0.5730 3.7273
Cs 1.4291 3.0423 -0.1605
B 2.4581 4.3474 2.4876
H 1.9126 3.4170 2.5201
H 2.5549 4.7243 1.4813
H 1.8110 5.0242 3.0238
H 3.4905 4.3250 2.8005
B 1.3438 0.2097 0.9561
H 1.2202 1.0208 1.6569
H 0.7920 -0.6146 1.3806
H 0.9097 0.4181 -0.0095
H 2.3661 -0.1068 0.8184
C -2.5318 2.5780 4.0721
C -2.8180 1.2857 3.2392
C -2.0998 1.3659 1.8375
S -2.4964 3.0732 1.2696
O -3.8534 3.2513 0.9037
O -1.4815 3.5333 0.3398
C -2.1109 3.7004 2.9926
H -1.7146 2.3456 4.7549
H -3.3212 2.8699 4.7648
H -3.8775 1.1718 3.0098
H -2.3817 0.3733 3.6455
H -2.3752 0.6513 1.0620
H -1.0167 1.2439 1.8456
H -2.6170 4.6543 3.1406
H -1.0667 4.0103 3.0331
C 3.3406 -2.6998 -0.3381
C 2.2105 -3.8104 -0.7716
C 2.4297 -4.0398 -2.2610
S 3.5645 -2.9084 -3.0177
O 2.9418 -2.4317 -4.2543
O 4.8529 -3.6557 -2.9649
C 3.4177 -1.6998 -1.5567
H 4.2659 -3.2759 -0.3369
H 3.2686 -2.2601 0.6567
H 1.2604 -3.2797 -0.7109
H 2.0807 -4.6752 -0.1209
H 1.4532 -3.9154 -2.7290
H 2.6692 -5.0590 -2.5643
H 2.5423 -1.1307 -1.8695
H 4.2197 -0.9853 -1.3712
C -1.9698 0.1890 -2.0234
C -2.9131 -0.4784 -3.1341
C -2.3467 -1.8305 -3.6569
S -1.8707 -2.6284 -2.0476
O -0.7338 -3.4598 -2.1593
O -3.0914 -3.0578 -1.5531
C -1.4512 -1.0444 -1.2116
H -2.3833 0.9760 -1.3927
H -1.2619 0.8377 -2.5396
H -2.9033 0.2416 -3.9524
H -3.9107 -0.2609 -2.7525
H -1.4306 -1.7647 -4.2439
H -3.1819 -2.3152 -4.1626
H -0.3788 -1.0791 -1.4037
H -1.6892 -0.9870 -0.1495
*
```

---

4.
A 2-piece molecular cluster, C5H9NS overall, computed with the ωB97M-V functional and the def2-TZVPD basis.

## Properties
E_HOMO: -7.57 eV
LUMO: 0.0032 Ha
Kohn-Sham gap: 7.661 eV
ΔE to the lowest compared entry with this formula, charge and spin: 326.9 kJ/mol

The geometry in ORCA input format:
```
! wB97M-V def2-TZVPD RIJCOSX def2/J DEFGRID3
* xyz 0 1
C 0.0854 -0.4389 0.1886
C 1.1449 0.2230 -1.5090
C -0.0364 -1.9089 0.2203
C 0.5768 1.4833 -1.8103
C -1.0822 0.5276 2.0060
N -0.3828 0.5769 0.7832
S 2.4332 -0.7294 -1.8600
H -1.0955 -2.1387 0.5064
H 0.6916 -2.4504 0.8478
H 0.1104 -2.2894 -0.7997
H -0.3365 1.4744 -2.4224
H 0.2508 2.0106 -0.8931
H 1.4582 2.0385 -2.2412
H -0.8787 1.4397 2.5641
H -0.7386 -0.3501 2.4931
H -2.2007 0.5318 1.9263
*
```